1.
DFT (ωB97M-V with the def2-TZVPD basis set) results for an isolated molecule of C4H9NO at a distorted geometry.

Summary:
E_HOMO, eV: -8.9
Structure (SMILES): CN[C@H](C)C=O
Total charge: 0
Energy above the lowest of the compared OMol25 structures with the same formula, charge and spin, kJ/mol: 179.68

Each atom is followed by the atoms it is bonded to, with distances in Å.
Atoms and positions in Å:
1 C 1.57915 0.59590 0.58573  N2 1.479, H7 1.083, H8 1.091, H9 1.101
2 N 0.35042 0.00674 1.16158  C1 1.479, C3 1.434, H10 1.004
3 C -0.76961 -0.21359 0.29290  N2 1.434, C4 1.543, C5 1.513, H11 1.091
4 C -0.47889 -1.16758 -0.88506  C3 1.543, H12 1.095, H13 1.090, H14 1.091
5 C -1.27903 1.08961 -0.28283  C3 1.513, O6 1.195, H15 1.104
6 O -2.23272 1.11509 -1.00239  C5 1.195
7 H 2.44969 -0.00375 0.82297  C1 1.083
8 H 1.68404 1.65173 0.83829  C1 1.091
9 H 1.48574 0.63193 -0.51039  C1 1.101
10 H 0.67903 -0.74429 1.74202  N2 1.004
11 H -1.57839 -0.62308 0.90072  C3 1.091
12 H -1.30164 -1.80484 -1.22484  C4 1.095
13 H 0.33343 -1.83668 -0.60009  C4 1.090
14 H -0.20864 -0.69347 -1.82973  C4 1.091
15 H -0.71259 1.99629 -0.00888  C5 1.104

Atomic partial charges in e from the Mulliken method, atoms 1 to 4: atom 1 (C): -0.895, atom 2 (N): -0.409, atom 3 (C): 0.238, atom 4 (C): -1.276

***

2.
DFT (ωB97M-V with the def2-TZVPD basis set) results for an isolated molecule of C4H9NO.

Summary:
E_HOMO, eV: -9.7
Structure (SMILES): C[C@@H](O)[C@H]1CN1
Total charge: 0
Energy above the lowest of the compared OMol25 structures with the same formula, charge and spin, kJ/mol: 194.76

Each atom is followed by the atoms it is bonded to, with distances in Å.
Atoms and positions in Å:
1 C 1.31126 1.14262 0.49931  C2 1.538, H7 1.091, H8 1.096, H9 1.100
2 C 0.89063 0.03369 -0.48038  C1 1.538, O3 1.411, C4 1.514, H10 1.097
3 O 1.33249 -1.24462 -0.08013  C2 1.411, H11 0.970
4 C -0.62162 0.09814 -0.51479  C2 1.514, C5 1.477, N6 1.455, H12 1.092
5 C -1.54982 -1.04953 -0.46861  C4 1.477, N6 1.463, H13 1.087, H14 1.090
6 N -1.16612 -0.35000 0.75798  C4 1.455, C5 1.463, H15 1.013
7 H 2.33298 0.98693 0.84893  C1 1.091
8 H 1.22206 2.13015 0.03131  C1 1.096
9 H 0.65994 1.15197 1.38623  C1 1.100
10 H 1.31698 0.19085 -1.47912  C2 1.097
11 H 0.84002 -1.44205 0.73190  O3 0.970
12 H -1.02295 1.01668 -0.94716  C4 1.092
13 H -1.17339 -2.06795 -0.52593  C5 1.087
14 H -2.53778 -0.90246 -0.90499  C5 1.090
15 H -1.83468 0.30557 1.14546  N6 1.013

Atomic partial charges in e from the Mulliken method, atoms 1 to 4: atom 1 (C): -1.236, atom 2 (C): 0.098, atom 3 (O): -0.600, atom 4 (C): -0.182

***

3.
DFT (ωB97M-V with the def2-TZVPD basis set) results for a cluster of 2 separate species, C4H9NO in total.

Summary:
E_HOMO, eV: -8.0
Total charge: 0
Energy above the lowest of the compared OMol25 structures with the same formula, charge and spin, kJ/mol: 658.15

Each atom is followed by the atoms it is bonded to, with distances in Å.
Atoms and positions in Å:
1 O -1.61141 -1.59443 -0.43514  H7 0.971, H14 1.025
2 C -0.68657 -0.29376 0.90835  C3 1.507, H8 1.082, H9 1.088
3 C -0.34098 1.12851 0.54908  C2 1.507, N4 1.442, H10 1.097, H11 1.107
4 N 0.69624 1.15911 -0.45214  C3 1.442, C5 1.461, C6 1.478
5 C 1.77053 0.20502 -0.18597  N4 1.461, C6 1.475, H12 1.089, H13 1.095
6 C 0.63345 -0.19711 -1.03517  N4 1.478, C5 1.475, H15 1.095
7 H -2.30380 -1.09167 -0.89441  O1 0.971
8 H 0.09355 -0.96662 1.24017  C2 1.082
9 H -1.61320 -0.42931 1.46204  C2 1.088
10 H -1.22607 1.61780 0.12499  C3 1.097
11 H -0.09537 1.68262 1.47533  C3 1.107
12 H 2.72473 0.48309 -0.63036  C5 1.089
13 H 1.87495 -0.19790 0.82686  C5 1.095
14 H -0.73364 -1.25317 -0.83995  O1 1.025
15 H 0.81758 -0.25214 -2.11367  C6 1.095

Atomic partial charges in e from the Mulliken method, atoms 1 to 4: atom 1 (O): -0.697, atom 2 (C): -0.642, atom 3 (C): -0.092, atom 4 (N): -0.355

***

4.
DFT (ωB97M-V with the def2-TZVPD basis set) results for an isolated molecule of C4H9NO at a distorted geometry.

Summary:
E_HOMO, eV: -9.0
Structure (SMILES): C[C@]1(CN)CO1
Total charge: 0
Energy above the lowest of the compared OMol25 structures with the same formula, charge and spin, kJ/mol: 432.55

Each atom is followed by the atoms it is bonded to, with distances in Å.
Atoms and positions in Å:
1 C 0.24007 -0.98946 -1.54726  C2 1.525, H7 1.118, H8 1.143, H9 1.131
2 C -0.12739 -0.04000 -0.41194  C1 1.525, C3 1.527, C5 1.550, O6 1.447
3 C -0.54835 -0.79159 0.84869  C2 1.527, N4 1.630, H10 1.230, H11 1.275
4 N 0.61050 -0.47491 1.94972  C3 1.630, H12 1.172, H13 1.106
5 C -0.78797 1.34817 -0.61214  C2 1.550, O6 1.442, H14 1.137, H15 1.137
6 O 0.58604 1.20104 -0.20091  C2 1.447, C5 1.442
7 H 1.16557 -1.60988 -1.45208  C1 1.118
8 H -0.64918 -1.64873 -1.83002  C1 1.143
9 H 0.47557 -0.49876 -2.53870  C1 1.131
10 H -1.53921 -0.29636 1.38253  C3 1.230
11 H -0.85016 -1.99483 0.55225  C3 1.275
12 H 1.50045 -1.21264 1.75694  N4 1.172
13 H 0.86575 0.59913 1.88174  N4 1.106
14 H -1.53888 1.55348 0.21604  C5 1.137
15 H -1.04996 1.66182 -1.67354  C5 1.137

Atomic partial charges in e from the Mulliken method, atoms 1 to 4: atom 1 (C): -1.375, atom 2 (C): 1.095, atom 3 (C): -0.685, atom 4 (N): -0.620

***

5.
DFT (ωB97M-V with the def2-TZVPD basis set) results for an isolated molecule of C4H9NO at a distorted geometry.

Summary:
E_HOMO, eV: -9.7
Structure (SMILES): [H]/N=C(\C)COC
Total charge: 0
Energy above the lowest of the compared OMol25 structures with the same formula, charge and spin, kJ/mol: 175.11

Each atom is followed by the atoms it is bonded to, with distances in Å.
Atoms and positions in Å:
1 H 1.08812 -2.16104 1.77769  N2 1.027
2 N 0.68614 -2.12608 0.83335  H1 1.027, C3 1.295
3 C 0.12342 -0.98030 0.61287  N2 1.295, C4 1.506, C5 1.527
4 C 0.13183 0.10470 1.65776  C3 1.506, H8 1.092, H9 1.093, H10 1.093
5 C -0.53887 -0.71754 -0.73808  C3 1.527, O6 1.417, H11 1.097, H12 1.096
6 O -1.02854 0.60072 -0.91372  C5 1.417, C7 1.421
7 C -0.08336 1.45909 -1.53658  O6 1.421, H13 1.094, H14 1.093, H15 1.094
8 H -0.83232 0.61791 1.67959  C4 1.092
9 H 0.32555 -0.31475 2.64863  C4 1.093
10 H 0.92081 0.82257 1.41839  C4 1.093
11 H 0.15326 -1.00063 -1.54057  C5 1.097
12 H -1.39927 -1.39321 -0.79942  C5 1.096
13 H 0.84540 1.50206 -0.96087  C7 1.094
14 H -0.51319 2.46351 -1.58158  C7 1.093
15 H 0.12101 1.12299 -2.55749  C7 1.094

Atomic partial charges in e from the Mulliken method, atoms 1 to 4: atom 1 (H): 0.247, atom 2 (N): -0.729, atom 3 (C): 0.675, atom 4 (C): -1.154

***

6.
DFT (ωB97M-V with the def2-TZVPD basis set) results for an isolated molecule of C4H9NO at a distorted geometry.

Summary:
E_HOMO (spin up / spin down), eV: -6.2 / -6.1
Total charge: 0
Energy above the lowest of the compared OMol25 structures with the same formula, charge and spin, kJ/mol: 431.62

Each atom is followed by the atoms it is bonded to, with distances in Å.
Atoms and positions in Å:
1 C -1.64947 1.54721 -0.93593  C2 1.469, H7 1.107, H8 1.092, H9 1.104
2 C -0.61970 0.59945 -1.38396  C1 1.469, N3 1.375, H11 1.084
3 N 0.08758 -0.08545 -0.42432  C2 1.375, C4 1.318, H10 1.020
4 C 0.03881 -0.00734 0.89018  N3 1.318, O5 1.360, H12 1.080
5 O 0.88265 -0.63991 1.74867  C4 1.360, C6 1.407
6 C 1.69107 -1.65669 1.20709  O5 1.407, H13 1.091, H14 1.099, H15 1.098
7 H -1.21436 2.31909 -0.27268  C1 1.107
8 H -2.09181 2.05228 -1.79674  C1 1.092
9 H -2.45176 1.05805 -0.35718  C1 1.104
10 H 0.93587 -0.10476 -0.99122  N3 1.020
11 H -0.68049 0.04138 -2.31128  C2 1.084
12 H -0.65435 0.65533 1.38766  C4 1.080
13 H 2.16576 -2.15802 2.05225  C6 1.091
14 H 2.46761 -1.24119 0.55047  C6 1.099
15 H 1.09259 -2.37944 0.63700  C6 1.098

Atomic partial charges in e from the Mulliken method, atoms 1 to 4: atom 1 (C): -1.123, atom 2 (C): -0.296, atom 3 (N): -0.121, atom 4 (C): -0.105

***

7.
DFT (ωB97M-V with the def2-TZVPD basis set) results for a cluster of 2 separate species, C4H9NO in total at a distorted geometry.

Summary:
E_HOMO, eV: -10.9
Structure (SMILES): CCC#N.CO
Total charge: 0
Energy above the lowest of the compared OMol25 structures with the same formula, charge and spin, kJ/mol: 456.16

Each atom is followed by the atoms it is bonded to, with distances in Å.
Atoms and positions in Å:
1 C -0.45891 -1.59687 0.27666  C2 1.637, H5 1.141, H6 1.129, H7 1.109
2 C 0.72330 -0.46595 0.33737  C1 1.637, C3 1.502, H8 1.146, H9 1.082
3 C 1.93311 -1.09363 -0.29465  C2 1.502, N4 1.205
4 N 3.13656 -1.14437 -0.26282  C3 1.205
5 H -0.25101 -2.53624 0.89095  C1 1.141
6 H -0.44306 -1.98242 -0.78384  C1 1.129
7 H -1.42387 -1.32448 0.75056  C1 1.109
8 H 1.05012 -0.23650 1.41166  C2 1.146
9 H 0.73265 0.50376 -0.14246  C2 1.082
10 C -1.10993 1.54780 -0.49768  O11 1.464, H12 1.084, H13 1.183, H14 1.084
11 O 0.08720 2.33468 -0.80088  C10 1.464, H15 0.924
12 H -1.87475 2.26891 -0.23258  C10 1.084
13 H -1.85190 0.71706 -0.89698  C10 1.183
14 H -0.92667 1.08467 0.46568  C10 1.084
15 H 0.67716 1.92359 -0.22099  O11 0.924

Atomic partial charges in e from the Mulliken method, atoms 1 to 4: atom 1 (C): -1.077, atom 2 (C): 0.066, atom 3 (C): -0.046, atom 4 (N): -0.467

***

8.
DFT (ωB97M-V with the def2-TZVPD basis set) results for an isolated molecule of C4H9NO.

Summary:
E_HOMO, eV: -9.6
Structure (SMILES): CCC(=O)NC
Total charge: 0
Energy above the lowest of the compared OMol25 structures with the same formula, charge and spin, kJ/mol: 35.75

Each atom is followed by the atoms it is bonded to, with distances in Å.
Atoms and positions in Å:
1 C -1.12768 2.09956 -0.39734  C2 1.522, H7 1.093, H8 1.094, H9 1.092
2 C 0.00642 1.10213 -0.58726  C1 1.522, C3 1.523, H10 1.099, H11 1.097
3 C -0.06990 -0.06960 0.38209  C2 1.523, O4 1.219, N5 1.372
4 O -1.01597 -0.25912 1.12629  C3 1.219
5 N 0.98149 -0.94604 0.29341  C3 1.372, C6 1.449, H12 1.009
6 C 0.76436 -2.34003 0.62513  N5 1.449, H13 1.090, H14 1.089, H15 1.097
7 H -0.90761 2.81244 0.40124  C1 1.093
8 H -1.31382 2.65848 -1.31874  C1 1.094
9 H -2.03817 1.56371 -0.11986  C1 1.092
10 H -0.04511 0.66038 -1.59204  C2 1.099
11 H 0.99317 1.57698 -0.52020  C2 1.097
12 H 1.65875 -0.76257 -0.43168  N5 1.009
13 H 1.72305 -2.84614 0.73882  C6 1.090
14 H 0.20564 -2.40419 1.55804  C6 1.089
15 H 0.18538 -2.84601 -0.15790  C6 1.097

Atomic partial charges in e from the Mulliken method, atoms 1 to 4: atom 1 (C): -1.114, atom 2 (C): -0.432, atom 3 (C): 0.571, atom 4 (O): -0.617

***

- What is the formula in the eighth record?
  C4H9NO